Record 1
The following is a quantum chemistry calculation of C6H10OS as an isolated structure at a distorted geometry, from OMol25.

Positions of all 18 atoms, in Å:
C: -1.532 0.058 1.303
C: -0.755 -0.021 0.020
C: -1.733 -0.068 -1.135
C: 1.635 0.597 -0.518
C: 2.700 -0.280 0.149
C: 1.220 -0.528 0.384
H: -2.057 0.918 1.313
H: -0.892 0.186 2.190
H: -2.150 -0.866 1.219
H: -1.184 -0.061 -2.075
H: -2.279 0.966 -1.286
H: -2.693 -0.827 -1.181
H: 1.702 0.630 -1.652
H: 3.538 -0.209 0.727
H: 3.135 -0.786 -0.755
H: 0.975 -0.156 1.414
O: 0.066 -1.192 -0.168
S: 0.305 1.640 0.051

Output
E_HOMO, eV: -8.47
Strongest force on any atom, hartree/bohr: 0.098
DFT total energy, a.u.: -707.8483
Relative energy (zero: lowest compared OMol25 entry of this formula, charge and spin), kcal/mol: 126.7
Orbital gap, eV: 9.30

Record 2
The following is a quantum chemistry calculation of one molecule with the formula C6H10OS at a distorted geometry, from OMol25.

Positions of all 18 atoms, in Å:
C: -1.936 -0.834 -1.192
C: -1.517 -0.196 -0.088
C: -0.089 -0.113 0.420
C: 0.346 1.321 0.631
O: 0.343 2.027 -0.594
C: 0.481 -1.222 1.190
C: 0.946 -1.027 -0.198
S: 2.590 -0.417 -0.657
H: -2.941 -0.776 -1.582
H: -1.222 -1.312 -1.871
H: -2.197 0.404 0.489
H: 1.350 1.365 1.037
H: -0.336 1.703 1.419
H: 0.423 3.021 -0.438
H: -0.114 -2.123 1.341
H: 1.172 -0.932 1.995
H: 0.506 -1.743 -0.872
H: 2.195 0.854 -1.029

Output
E_HOMO, eV: -8.86
Strongest force on any atom, hartree/bohr: 0.045
DFT total energy, a.u.: -707.9701
Relative energy (zero: lowest compared OMol25 entry of this formula, charge and spin), kcal/mol: 50.3
Orbital gap, eV: 9.54

Record 3
The following is a quantum chemistry calculation of a 2-piece molecular cluster, C6H10OS2 overall at a distorted geometry, from OMol25.

Positions of all 19 atoms, in Å:
C: -1.787 -0.609 -0.132
C: -2.359 0.614 -0.144
C: 1.287 0.195 0.945
C: 2.432 0.689 0.523
C: -2.369 1.596 -1.269
C: 3.647 -0.201 0.627
O: -2.474 -3.054 -0.949
S: -3.224 0.914 1.310
S: -1.447 -2.097 0.036
H: 1.161 -0.921 1.167
H: 0.349 0.788 1.176
H: 2.625 1.594 -0.043
H: -3.305 2.119 -1.201
H: -2.165 1.119 -2.184
H: -1.475 2.364 -1.101
H: 3.375 -1.241 0.495
H: 4.061 0.016 1.597
H: 4.195 0.116 -0.262
H: -2.527 -4.002 -0.590

Output
E_HOMO, eV: -8.34
Strongest force on any atom, hartree/bohr: 0.065
DFT total energy, a.u.: -1106.0638
Relative energy (zero: lowest compared OMol25 entry of this formula, charge and spin), kcal/mol: 90.7
Orbital gap, eV: 7.54